1.
Here is C14H24N8ORhS3 as an isolated structure from the Open Molecules 2025 dataset. Energies are from the ωB97M-V functional and the def2-TZVPD basis.

Results
HOMO-LUMO gap, eV: 7.37
Energy relative to the best compared isomer or geometry (same formula, charge and spin), kJ/mol: 45.8
Total charge: +1

Geometry as XYZ:
```
51
C14H24N8ORhS3 (the ωB97M-V functional and the def2-TZVPD basis)
Rh -0.36820 -1.14942 1.34815
N 1.83098 -3.16135 4.34946
C 1.45086 -2.50928 3.22813
S 0.15084 -3.20061 2.26430
N 2.04381 -1.40510 2.89817
N 1.55314 -0.94185 1.68013
C 2.39180 -0.46136 0.83999
C 2.14218 -0.34391 -0.57342
C 3.14966 0.24673 -1.36060
C 3.15380 0.14672 -2.72850
C 2.16272 -0.63380 -3.33955
C 1.17527 -1.23523 -2.59883
C 1.08832 -1.06477 -1.19853
O 0.05242 -1.57718 -0.59156
H 1.49148 -4.09276 4.50740
H 2.71748 -2.91031 4.75579
H 3.39642 -0.28290 1.21560
H 3.95215 0.77073 -0.85309
H 3.93598 0.60599 -3.31586
H 2.18213 -0.78047 -4.41281
H 0.42778 -1.86184 -3.06941
N -2.55643 -1.66628 1.36319
N -3.12292 -1.56740 2.64147
C -2.46707 -0.97874 3.65881
N -3.12615 -0.87227 4.81507
S -0.89956 -0.39775 3.50626
H -3.05590 -1.06612 0.71287
H -2.59450 -2.63516 1.05938
H -4.05344 -1.93422 2.77017
H -4.09599 -1.11875 4.91576
H -2.65528 -0.46421 5.60431
C 0.93494 3.26305 -0.12803
N 0.07149 2.70829 -1.16621
C -0.29760 3.68678 -2.18889
C -0.65920 1.60079 -0.93712
S -1.01350 1.16737 0.70166
N -1.17136 0.94010 -1.97722
C -2.16520 -0.10849 -1.78625
C -0.65561 1.07044 -3.33938
H 1.70372 3.85565 -0.62321
H 1.40864 2.46417 0.43019
H 0.37408 3.90041 0.55830
H -0.53630 4.62722 -1.68888
H -1.17665 3.36609 -2.73656
H 0.52205 3.86175 -2.88650
H -1.70921 -0.96120 -1.28207
H -2.51091 -0.42666 -2.76664
H -3.01572 0.27332 -1.22127
H 0.31641 1.55289 -3.32514
H -1.34190 1.62953 -3.97724
H -0.53194 0.07139 -3.75176
```

2.
Here is an isolated ion of composition C4H6N2 and charge +2 in a non-equilibrium geometry from the Open Molecules 2025 dataset. Energies are from the ωB97M-V functional and the def2-TZVPD basis.

Results
HOMO-LUMO gap, eV: 8.34
Energy relative to the best compared isomer or geometry (same formula, charge and spin), kJ/mol: 353.5
Total charge: +2

Geometry as XYZ:
```
12
C4H6N2 (the ωB97M-V functional and the def2-TZVPD basis)
C -1.42929 -0.42508 0.09837
C -0.60181 -1.36924 -0.05506
C 0.05601 1.35606 -0.22780
C 1.98649 -0.23580 0.01371
N -1.22184 0.90149 -0.08216
N 1.01456 0.52128 -0.22968
H -2.39303 -0.80677 0.48093
H -0.09667 -2.34560 0.21084
H 0.15654 2.44047 -0.57571
H 2.44316 -0.37564 1.05873
H 2.16636 -1.12679 -0.69042
H -2.08049 1.46564 -0.00175
```

3.
Here is a 7-piece molecular cluster, C3H17O8S overall in a non-equilibrium geometry from the Open Molecules 2025 dataset. Energies are from the ωB97M-V functional and the def2-TZVPD basis.

Results
HOMO-LUMO gap, eV: 8.97
Total charge: -1

Geometry as XYZ:
```
29
C3H17O8S (the ωB97M-V functional and the def2-TZVPD basis)
O 1.71625 -1.86860 -0.49093
C 1.40764 -0.67063 -0.62462
O 0.73060 0.04939 0.17360
C 1.40493 -0.08060 -2.06989
C 0.26013 -0.51008 -2.91564
S -1.33613 -0.00782 -2.09873
H 2.41935 -0.38776 -2.43391
H 1.58720 1.00569 -2.12667
H 0.14811 -1.61749 -2.97210
H 0.32534 0.11668 -3.87571
H -1.13197 -0.53488 -0.87028
H -2.35920 2.92989 1.05212
H -2.65876 1.86423 0.05114
O -2.43796 2.73702 0.15239
H 0.23402 -3.21672 0.37240
H -0.97915 -2.68609 1.22725
O -0.52973 -3.44523 0.91603
H 2.68705 0.51870 2.17400
H 2.80691 -1.06797 2.46193
O 3.29632 -0.27691 2.24411
H -3.14450 0.45855 1.66178
H -1.93655 0.96104 2.46980
O -2.90151 1.18949 2.18034
H 0.30143 0.09830 1.59924
H 0.75329 -0.71013 2.96531
O 0.07197 -0.18968 2.52994
H -0.37372 2.40101 -0.14380
H 0.79316 1.59508 0.30647
O 0.48780 2.55014 0.20971
```

4.
Here is C52H44ClCsN3O5P as an isolated structure in a non-equilibrium geometry from the Open Molecules 2025 dataset. Energies are from the ωB97M-V functional and the def2-TZVPD basis.

Results
HOMO-LUMO gap, eV: 4.21
Energy relative to the best compared isomer or geometry (same formula, charge and spin), kJ/mol: 24.3
Total charge: -2

Geometry as XYZ:
```
107
C52H44ClCsN3O5P (the ωB97M-V functional and the def2-TZVPD basis)
Cs 0.35356 -0.74948 -0.07732
C 1.63900 -1.41495 3.09815
C 1.19260 -0.26112 3.93412
C 1.65065 -0.07298 5.24003
C 1.16686 0.98734 5.97824
C 0.21488 1.82180 5.41206
C -0.18504 1.56614 4.10568
N 0.31356 0.57025 3.37673
C -1.27501 2.36001 3.47060
C -2.38529 2.73778 4.22346
C -3.41221 3.41678 3.59431
C -3.29783 3.69871 2.24591
C -2.14787 3.28741 1.57246
N -1.15815 2.63177 2.17349
C -2.00618 3.54688 0.11130
C -2.49445 4.72128 -0.45151
C -2.37991 4.88852 -1.82234
C -1.80179 3.88407 -2.57231
C -1.32384 2.74498 -1.92562
C -0.68569 1.62518 -2.67521
N -1.41630 2.59088 -0.60411
H 1.84118 -2.28578 3.71923
H 2.53815 -1.19034 2.51667
H 0.81624 -1.66230 2.43073
H 2.36975 -0.76507 5.65887
H 1.51376 1.15873 6.99061
H -0.20200 2.65502 5.96234
H -2.45415 2.45668 5.26541
H -4.30466 3.69568 4.14117
H -4.09424 4.19044 1.70436
H -2.94061 5.48310 0.17358
H -2.75295 5.78659 -2.29891
H -1.72501 3.95550 -3.64977
H -0.74409 1.73834 -3.75347
H -1.18381 0.69275 -2.40136
H 0.36388 1.53388 -2.38334
O 4.25113 -2.54341 1.15810
C 3.43824 -2.69527 0.23534
O 2.78644 -1.79712 -0.36909
C 3.16115 -4.12614 -0.22900
C 3.65253 -5.16313 0.55725
C 3.43504 -6.48625 0.21276
C 2.73046 -6.77689 -0.94441
C 2.24694 -5.75084 -1.74293
C 2.43998 -4.40864 -1.40054
P 1.69836 -3.03906 -2.40147
C 3.14674 -2.33145 -3.26794
C 4.46385 -2.71057 -3.05016
C 5.49517 -2.10702 -3.76006
C 5.21572 -1.12167 -4.69603
C 3.89736 -0.73801 -4.91267
C 2.86414 -1.33008 -4.20060
C 1.01226 -4.03790 -3.80601
C 1.71845 -4.49376 -4.91571
C 1.08500 -5.22400 -5.91083
C -0.27114 -5.50937 -5.81156
C -0.99123 -5.05001 -4.71801
C -0.35158 -4.31228 -3.73090
H 4.20775 -4.88681 1.44381
H 3.81030 -7.28668 0.84051
H 2.55210 -7.80674 -1.23306
H 1.70347 -6.00870 -2.64064
H 4.70089 -3.47317 -2.31670
H 6.51929 -2.40789 -3.57006
H 6.02044 -0.64977 -5.24819
H 3.66312 0.03292 -5.63746
H 1.83713 -1.02350 -4.38086
H 2.77502 -4.26673 -5.00572
H 1.64853 -5.56509 -6.77172
H -0.76821 -6.07228 -6.59300
H -2.05401 -5.24695 -4.64370
H -0.91941 -3.91970 -2.89444
C -2.83968 -1.81938 0.42056
C -2.25014 -2.26295 1.59424
C -2.31817 -1.52977 2.83101
C -1.76998 -2.00201 4.00092
C -1.07292 -3.21492 4.05935
C -0.92526 -3.91978 2.86112
C -1.46978 -3.46930 1.67670
H -3.42218 -0.90734 0.40935
H -2.83084 -2.43200 -0.47704
H -2.84169 -0.57716 2.82887
H -1.86804 -1.40228 4.90374
H -0.63458 -3.57124 4.98343
H -0.35807 -4.84654 2.85364
H -1.33824 -4.05735 0.77208
C -4.55043 -0.43102 -2.31121
C -4.55415 0.75089 -3.23809
C -5.02985 1.98505 -2.79284
C -5.10272 3.06316 -3.65229
Cl -5.75805 4.58266 -3.07155
C -4.68752 2.96365 -4.96965
C -4.20447 1.74626 -5.41668
C -4.14768 0.64477 -4.56885
O -3.80691 -0.54660 -5.11460
C -2.55059 -1.11651 -4.77076
C -1.31199 -0.28489 -5.15254
O -1.48272 0.71038 -5.88097
O -0.26460 -0.74706 -4.65622
H -5.25793 -0.28479 -1.49586
H -3.57489 -0.59943 -1.85165
H -4.81974 -1.34240 -2.84489
H -5.36224 2.08744 -1.76696
H -4.73569 3.82120 -5.62703
H -3.83369 1.62472 -6.42458
H -2.51017 -2.05266 -5.33007
H -2.51168 -1.36463 -3.70475
```

5.
Here is one molecule with the formula C5H8OSe in a non-equilibrium geometry from the Open Molecules 2025 dataset. Energies are from the ωB97M-V functional and the def2-TZVPD basis.

Results
HOMO-LUMO gap, eV: 8.66
Energy relative to the best compared isomer or geometry (same formula, charge and spin), kJ/mol: 70.9
Structure (SMILES): O=C1CCC[Se]C1

Geometry as XYZ:
```
15
C5H8OSe (the ωB97M-V functional and the def2-TZVPD basis)
O 0.06693 -1.65007 -2.18294
C 0.26228 -0.87173 -1.32371
C -0.35156 0.49768 -1.14063
C -1.00621 0.91766 0.17097
C -0.23196 0.79205 1.47434
Se 0.16603 -1.11956 1.88387
C 1.06297 -1.49885 0.27511
H 0.52116 1.09400 -1.44506
H -0.97268 0.50863 -1.98914
H -1.16724 1.97546 0.08331
H -2.02019 0.43220 0.15105
H 0.80896 1.04719 1.26217
H -0.44954 1.46525 2.45469
H 1.25996 -2.52648 0.08585
H 2.05108 -1.06342 0.24012
```

6.
Here is one molecule with the formula C2H4N2OS3 in a non-equilibrium geometry from the Open Molecules 2025 dataset. Energies are from the ωB97M-V functional and the def2-TZVPD basis.

Results
HOMO-LUMO gap, eV: 8.66
Energy relative to the best compared isomer or geometry (same formula, charge and spin), kJ/mol: 260.2
Structure (SMILES): ONC(=S)SNC=S

Geometry as XYZ:
```
12
C2H4N2OS3 (the ωB97M-V functional and the def2-TZVPD basis)
O -0.13871 1.40274 0.89392
N -1.05025 0.97231 -0.03797
C -1.73153 -0.23365 -0.06740
S -3.38740 -0.15260 -0.49337
S -0.89372 -1.62949 0.45120
N 0.77591 -0.91861 0.48161
C 1.64049 -0.79110 -0.54391
S 3.12201 -0.05908 -0.35901
H 0.71386 1.31297 0.52823
H -1.59823 1.77961 -0.60003
H 1.07867 -0.48241 1.36170
H 1.46891 -1.20066 -1.61497
```

7.
Here is a 2-piece molecular cluster, C5H11NO2 overall in a non-equilibrium geometry from the Open Molecules 2025 dataset. Energies are from the ωB97M-V functional and the def2-TZVPD basis.

Results
HOMO-LUMO gap, eV: 8.79
Energy relative to the best compared isomer or geometry (same formula, charge and spin), kJ/mol: 241.7
Structure (SMILES): N/C=C/O.CCC=O

Geometry as XYZ:
```
19
C5H11NO2 (the ωB97M-V functional and the def2-TZVPD basis)
N 2.57966 -0.31606 0.41251
C 1.55957 -1.10681 -0.13614
C 0.80442 -0.68815 -1.17902
O 0.05292 -1.51424 -1.95903
H 2.75930 -0.56693 1.37735
H 2.33359 0.66649 0.39452
H 1.67142 -2.17107 0.04760
H 0.72549 0.34512 -1.47593
H 0.21030 -2.43121 -1.70224
C -1.51850 1.84861 -0.02401
C -1.61634 0.34831 0.20092
C -0.43718 -0.22357 1.08497
O 0.23462 0.49688 1.79197
H -2.40750 2.22380 -0.52761
H -1.42256 2.36405 0.92982
H -0.64671 2.09893 -0.62647
H -1.73081 -0.20293 -0.73481
H -2.50522 0.11144 0.79268
H -0.64646 -1.28268 1.33291
```

8.
Here is C40H42BiN3O4Se3Te2 as an isolated structure from the Open Molecules 2025 dataset. Energies are from the ωB97M-V functional and the def2-TZVPD basis.

Results
HOMO-LUMO gap, eV: 5.95
Energy relative to the best compared isomer or geometry (same formula, charge and spin), kJ/mol: 122.6
Total charge: -2

Geometry as XYZ:
```
95
C40H42BiN3O4Se3Te2 (the ωB97M-V functional and the def2-TZVPD basis)
Bi 0.64077 1.00547 0.22393
O 0.52937 2.80408 -3.78472
C 0.31967 2.05696 -2.84133
O 0.65932 2.29200 -1.62768
C -0.40516 0.74543 -3.13904
C -1.05323 0.62459 -4.36089
C -1.69919 -0.56375 -4.64846
C -1.65733 -1.58841 -3.72314
C -0.97227 -1.39773 -2.52552
N -0.36960 -0.23857 -2.23802
C -0.93168 -2.57295 -1.53084
O -1.74453 -3.48272 -1.74296
O -0.06032 -2.50104 -0.63666
H -1.02399 1.46140 -5.04309
H -2.23014 -0.68911 -5.58577
H -2.14863 -2.53800 -3.87323
C -1.51228 4.97853 -1.82939
C -1.98509 4.21588 -0.59596
C -2.27939 5.18121 0.55290
C -3.19727 3.34747 -0.84387
C -4.25868 3.85296 -1.58364
C -5.42259 3.12708 -1.75915
C -5.51908 1.87131 -1.19101
C -4.48513 1.31399 -0.44028
C -4.71860 -0.10818 0.05801
C -3.57949 -1.06959 -0.23883
C -5.17819 -0.22577 1.51711
C -3.31256 2.07338 -0.25837
N -2.22928 1.54804 0.49946
C -2.44769 1.38795 1.75585
C -1.63470 0.69479 2.70544
C -2.09613 0.35473 3.97895
C -1.08899 -0.40675 4.56696
C -0.04954 -0.46790 3.62605
N -0.36999 0.18949 2.50054
C 1.26288 -1.18815 3.82517
C 1.02187 -2.70362 3.76464
C 2.26584 -0.79711 2.75029
C 1.84991 -0.81587 5.19210
H -0.59335 5.51655 -1.58981
H -2.25077 5.71030 -2.16743
H -1.28964 4.30715 -2.65764
H -1.16954 3.56880 -0.27956
H -3.12363 5.82947 0.29763
H -1.40689 5.80249 0.75773
H -2.52341 4.63892 1.46687
H -4.16964 4.83810 -2.02312
H -6.24272 3.53047 -2.34103
H -6.41778 1.28262 -1.34261
H -5.56795 -0.45134 -0.54494
H -2.69049 -0.86594 0.35739
H -3.30190 -1.01543 -1.28911
H -3.88165 -2.09736 -0.03577
H -4.33636 -0.22352 2.20902
H -5.70103 -1.17523 1.65611
H -5.86007 0.58165 1.79334
H -3.39171 1.74583 2.18487
H -3.05841 0.62004 4.39151
H -1.09804 -0.86101 5.54573
H 0.66451 -2.99370 2.77549
H 0.27228 -3.00758 4.49721
H 1.94914 -3.24789 3.96871
H 1.91347 -1.08759 1.75686
H 3.21440 -1.31344 2.91915
H 2.46036 0.27657 2.76007
H 1.19635 -1.13133 6.00656
H 1.98791 0.26349 5.26606
H 2.82023 -1.30182 5.32646
Se 3.41266 1.43710 0.26845
Se 3.51532 3.59114 -0.51786
Te 2.18978 4.89139 1.24964
Se 0.65921 3.07537 2.05084
Te 2.31029 -1.80471 -1.39269
C 2.96826 -3.58412 -0.47087
C 3.65419 -3.56101 0.73758
C 4.08697 -4.74244 1.32527
C 3.81646 -5.95967 0.71989
C 3.10711 -5.99114 -0.47202
C 2.68356 -4.81023 -1.06432
C 4.28913 -1.20266 -1.98558
C 5.45642 -1.38399 -1.25164
C 6.65998 -0.84641 -1.68290
C 6.71400 -0.09440 -2.84807
C 5.55563 0.10310 -3.58309
C 4.35804 -0.45619 -3.15921
H 3.83420 -2.61893 1.23389
H 4.62037 -4.70804 2.26756
H 4.14499 -6.88245 1.18305
H 2.87412 -6.93971 -0.94086
H 2.11699 -4.83731 -1.98475
H 5.43538 -1.94422 -0.32685
H 7.55620 -0.99587 -1.09237
H 7.64943 0.34483 -3.17166
H 5.57804 0.69987 -4.48664
H 3.46075 -0.29010 -3.74610
```